Computed, not measured: a cluster of 5 separate species, CH14NO4 in total in a non-equilibrium geometry, with ωB97M-V/def2-TZVPD.

Output
LUMO energy = -0.1153 hartree
E_HOMO = -15.19 eV

```
! RIJCOSX wB97M-V def2-TZVPD def2/J DEFGRID3
* xyz 1 1
C 1.548 -0.868 2.140
N 1.115 -0.302 0.844
H 2.154 -1.755 1.941
H 2.183 -0.241 2.752
H 0.630 -1.124 2.667
H 0.353 -0.929 0.449
H 1.786 0.157 0.235
H 0.486 0.514 0.951
H -1.142 -0.597 -0.971
H -0.234 -1.458 -1.799
O -0.575 -1.392 -0.880
H -2.446 0.903 1.225
H -2.383 1.499 2.506
O -1.824 1.506 1.696
H -1.192 2.140 -0.560
H -1.294 1.506 -1.985
O -1.027 1.340 -1.096
H 0.603 0.472 -3.166
H 0.395 -0.931 -3.821
O 0.865 -0.439 -3.128
*
```

Computed, not measured: a cluster of 5 separate species, CH14NO4 in total in a non-equilibrium geometry, with ωB97M-V/def2-TZVPD.

Output
LUMO energy (alpha / beta) = -0.2442 / -0.5785 hartree
E_HOMO (alpha / beta) = -18.68 / -17.81 eV

```
! RIJCOSX wB97M-V def2-TZVPD def2/J DEFGRID3
* xyz 2 2
C 0.898 1.698 0.153
N 0.662 0.238 0.230
H 0.185 2.279 0.813
H 1.913 1.746 0.048
H 0.588 2.068 -0.867
H -0.246 -0.128 0.187
H 1.098 -0.093 1.113
H 1.154 -0.286 -0.572
H -2.416 2.661 2.811
H -2.507 1.858 1.535
O -1.942 2.469 2.005
H -1.394 -2.330 -3.634
H -0.843 -3.770 -3.127
O -0.848 -2.812 -2.970
H 0.896 -1.795 -2.600
H 2.210 -2.344 -2.203
O 1.648 -1.555 -2.132
H -0.571 0.806 3.228
H -0.056 -0.700 3.267
O -0.428 -0.008 2.713
*
```

Computed, not measured: a cluster of 6 separate species, CH14O5 in total in a non-equilibrium geometry, with ωB97M-V/def2-TZVPD.

Output
LUMO energy (alpha / beta) = 0.1257 / 0.1196 hartree
E_HOMO (alpha / beta) = 0.68 / -7.19 eV

```
! RIJCOSX wB97M-V def2-TZVPD def2/J DEFGRID3
* xyz -1 2
C -1.306 3.304 -1.569
H -1.753 2.405 -1.823
H -1.097 3.912 -2.461
H -1.698 4.032 -0.846
H -0.382 2.811 -1.144
H -1.932 0.686 3.437
H -1.026 0.327 2.343
O -1.909 0.104 2.786
H 3.372 0.270 -2.273
H 2.019 -0.290 -1.900
O 2.550 0.389 -1.726
H -1.774 -1.882 0.492
H -0.757 -2.738 1.061
O -0.897 -1.821 0.870
H 1.906 -3.571 -1.515
H 0.711 -2.970 -0.546
O 0.910 -3.424 -1.482
H 0.297 1.614 0.234
H 1.239 1.034 1.384
O 0.436 1.569 1.173
*
```

Computed, not measured: a cluster of 6 separate species, CH14O5 in total in a non-equilibrium geometry, with ωB97M-V/def2-TZVPD.

Output
LUMO energy (alpha / beta) = -0.1560 / -0.4251 hartree
E_HOMO (alpha / beta) = -14.89 / -14.64 eV

```
! RIJCOSX wB97M-V def2-TZVPD def2/J DEFGRID3
* xyz 1 2
C 0.431 -1.526 3.025
H 1.001 -0.523 2.912
H 0.944 -2.109 3.806
H -0.663 -1.422 3.077
H 0.712 -2.050 2.082
H -2.907 2.378 1.133
H -1.542 1.922 0.542
O -1.886 2.669 0.955
H 0.704 -2.364 -2.154
H 0.909 -1.889 -0.618
O 0.340 -2.538 -1.288
H 0.334 2.425 -0.226
H 0.850 2.528 -1.871
O 0.159 2.150 -1.197
H 2.326 -0.356 -3.366
H 1.607 0.811 -3.990
O 2.168 0.580 -3.256
H -1.086 -0.206 0.358
H -2.326 -0.129 -0.421
O -2.074 -0.350 0.496
*
```

Computed, not measured: a cluster of 6 separate species, CH14O6 in total in a non-equilibrium geometry, with ωB97M-V/def2-TZVPD.

Output
LUMO energy = 0.0216 hartree
Structure (SMILES) = CO.O.O.O.O.O
E_HOMO = -10.18 eV

```
! RIJCOSX wB97M-V def2-TZVPD def2/J DEFGRID3
* xyz 0 1
C 0.569 -0.236 -2.941
O -0.067 -0.980 -1.912
H 0.218 -0.619 -3.915
H 1.651 -0.325 -2.964
H 0.216 0.795 -2.922
H -0.884 -0.549 -1.680
H -0.644 1.370 0.580
H -1.210 2.727 0.319
O -1.409 1.795 0.155
H 1.157 0.141 1.071
H 1.265 1.290 1.994
O 0.744 0.991 1.252
H 2.030 -1.061 5.516
H 0.753 -1.600 6.206
O 1.129 -1.356 5.365
H -3.062 1.140 -2.880
H -2.455 0.988 -1.464
O -2.400 0.668 -2.382
H 0.191 -1.810 0.652
H 1.090 -1.552 -0.479
O 1.119 -1.817 0.430
*
```

Computed, not measured: a cluster of 6 separate species, CH14O6 in total in a non-equilibrium geometry, with ωB97M-V/def2-TZVPD.

Output
LUMO energy = 0.0045 hartree
Structure (SMILES) = CO.O.O.O.O.O
E_HOMO = -10.63 eV

```
! RIJCOSX wB97M-V def2-TZVPD def2/J DEFGRID3
* xyz 0 1
C 0.711 -1.309 1.075
O -0.669 -1.047 1.335
H 0.847 -2.375 1.266
H 1.267 -0.651 1.727
H 0.939 -1.221 0.011
H -1.132 -1.887 1.243
H -2.397 -0.034 -2.267
H -1.938 0.582 -0.988
O -1.881 0.716 -1.950
H 3.214 1.905 -0.757
H 2.859 0.453 -0.430
O 3.591 1.029 -0.658
H 0.708 2.854 -1.303
H 0.438 2.424 0.052
O 1.157 2.356 -0.604
H -2.072 -4.176 0.001
H -1.195 -3.467 -1.066
O -1.424 -3.481 -0.134
H -0.872 0.851 1.478
H -0.735 2.332 1.675
O -1.237 1.693 1.151
*
```

Computed, not measured: a cluster of 6 separate species, CH14O6 in total in a non-equilibrium geometry, with ωB97M-V/def2-TZVPD.

Output
LUMO energy (alpha / beta) = -0.1313 / -0.3583 hartree
E_HOMO (alpha / beta) = -13.80 / -13.80 eV

```
! RIJCOSX wB97M-V def2-TZVPD def2/J DEFGRID3
* xyz 1 2
C 2.063 0.560 -0.624
O 1.230 -0.054 0.309
H 1.722 0.115 -1.568
H 1.747 1.625 -0.637
H 3.117 0.450 -0.403
H 1.639 -0.294 1.205
H -0.800 -1.017 2.879
H 0.179 0.101 3.302
O 0.127 -0.749 2.851
H -2.132 0.955 0.805
H -0.861 0.271 0.338
O -1.777 0.088 0.578
H -1.947 2.457 -3.507
H -2.951 1.919 -2.557
O -2.202 2.524 -2.574
H 2.169 -2.402 1.768
H 2.459 -1.233 2.708
O 2.695 -1.593 1.841
H -2.345 -1.403 -2.512
H -1.382 -0.471 -1.751
O -1.694 -0.705 -2.627
*
```

In the order shown, the computed relative energy (zero: lowest compared OMol25 entry of this formula, charge and spin) values come out to 1.335, 1.374, 1.002, 2.213, 0.652, 0.905, 0.246 eV.